No. 1
Density functional theory data (the ωB97M-V functional and the def2-TZVPD basis) for a 6-piece molecular cluster, C28H66NO11 overall.

```
106
Properties=species:S:1:pos:R:3:lowdin_charge:R:1
C 0.843 -0.222 1.487 -0.1532
C 0.880 0.872 2.567 -0.1584
C 0.210 2.164 2.071 -0.1311
C -0.937 1.914 1.103 -0.2498
C -2.111 1.194 1.744 -0.0781
C -3.217 0.980 0.713 -0.3204
C -3.666 -0.417 0.432 -0.0767
O -4.434 0.504 1.196 -0.0046
N -0.420 1.144 -0.105 0.1203
C 0.893 0.443 0.120 -0.1072
H 1.682 -0.905 1.565 0.1258
H -0.100 -0.764 1.535 0.1081
H 1.909 1.068 2.852 0.1236
H 0.364 0.496 3.447 0.1015
H 0.954 2.775 1.556 0.1203
H -0.144 2.762 2.904 0.1321
H -1.288 2.874 0.733 0.1582
H -1.844 0.224 2.154 0.1168
H -2.536 1.835 2.514 0.1482
H -3.235 1.685 -0.113 0.1397
H -4.095 -0.649 -0.529 0.0967
H -3.126 -1.147 1.022 0.1160
H -1.098 0.466 -0.454 0.1710
H -0.269 1.808 -0.872 0.1613
H 0.997 -0.311 -0.654 0.1379
H 1.712 1.149 0.037 0.1362
C 1.840 3.080 -3.057 -0.1007
O 0.589 2.417 -3.212 -0.2258
C -0.395 3.234 -3.852 -0.1955
C -0.540 2.900 -5.319 -0.2108
O 0.634 3.211 -6.039 -0.1804
C 1.448 2.085 -6.333 -0.0921
H 2.582 2.326 -2.797 0.0892
H 2.145 3.571 -3.981 0.0907
H 1.790 3.824 -2.254 0.0881
H -0.148 4.291 -3.728 0.1320
H -1.352 3.048 -3.352 0.1069
H -1.352 3.505 -5.732 0.1310
H -0.808 1.846 -5.447 0.1294
H 1.000 1.487 -7.132 0.0936
H 1.603 1.455 -5.454 0.0840
H 2.413 2.452 -6.676 0.0849
C 3.539 -2.605 6.890 -0.0930
O 2.407 -2.350 7.705 -0.2144
C 1.981 -0.997 7.669 -0.1925
C 0.779 -0.807 6.769 -0.1944
O 1.083 -1.069 5.403 -0.2115
C 0.651 -2.353 4.974 -0.0948
H 3.640 -3.685 6.801 0.0926
H 3.421 -2.175 5.892 0.0827
H 4.446 -2.204 7.353 0.0923
H 2.801 -0.345 7.354 0.1277
H 1.698 -0.715 8.687 0.1314
H 0.452 0.235 6.837 0.1265
H -0.049 -1.440 7.100 0.1196
H -0.437 -2.375 4.845 0.0928
H 0.938 -3.137 5.675 0.0787
H 1.125 -2.553 4.013 0.0837
C -2.216 -5.158 7.682 -0.1106
O -0.868 -4.908 7.331 -0.1986
C -0.126 -4.252 8.354 -0.2018
C 0.737 -5.215 9.135 -0.1988
O -0.036 -6.142 9.878 -0.1860
C -0.133 -7.418 9.272 -0.1097
H -2.624 -5.851 6.948 0.0885
H -2.298 -5.604 8.675 0.0858
H -2.803 -4.232 7.655 0.0863
H -0.799 -3.714 9.030 0.1334
H 0.525 -3.527 7.866 0.0799
H 1.339 -4.645 9.849 0.1293
H 1.424 -5.739 8.460 0.1284
H 0.808 -7.969 9.374 0.0893
H -0.395 -7.344 8.213 0.0827
H -0.916 -7.967 9.791 0.0901
C -4.775 2.543 -4.323 -0.1119
O -5.465 3.495 -3.537 -0.1916
C -6.881 3.411 -3.668 -0.1945
C -7.510 2.687 -2.500 -0.1951
O -7.111 1.324 -2.451 -0.1747
C -6.090 1.083 -1.509 -0.1244
H -3.737 2.532 -3.987 0.0661
H -5.197 1.541 -4.209 0.0870
H -4.795 2.822 -5.381 0.0937
H -7.148 2.918 -4.607 0.1291
H -7.267 4.433 -3.700 0.1288
H -8.597 2.708 -2.612 0.1302
H -7.259 3.192 -1.562 0.1280
H -6.479 1.100 -0.486 0.0951
H -5.281 1.816 -1.601 0.0785
H -5.695 0.089 -1.718 0.0807
C 5.482 2.546 -8.239 -0.1111
O 4.653 1.397 -8.272 -0.2071
C 4.233 1.048 -9.584 -0.2051
C 5.046 -0.092 -10.155 -0.2073
O 6.398 0.273 -10.359 -0.1870
C 7.275 -0.196 -9.351 -0.1095
H 5.935 2.595 -7.250 0.0878
H 6.273 2.493 -8.989 0.0860
H 4.892 3.455 -8.402 0.0882
H 4.286 1.917 -10.247 0.1283
H 3.186 0.735 -9.519 0.1220
H 4.630 -0.365 -11.130 0.1274
H 4.977 -0.970 -9.504 0.1264
H 7.446 -1.273 -9.457 0.0896
H 6.888 0.011 -8.351 0.0820
H 8.224 0.321 -9.478 0.0904
```

Summary:
gap between HOMO and LUMO	7.86	eV
net charge	+1
2S+1	1
largest force on an atom	1.23	eV Å⁻¹
lowest unoccupied orbital energy	-2.644	eV

No. 2
Density functional theory data (the ωB97M-V functional and the def2-TZVPD basis) for one molecule with the formula C3H4O4.

```
11
Properties=species:S:1:pos:R:3:lowdin_charge:R:1
O -1.664 -1.562 0.404 0.0676
C -0.537 -1.792 0.818 -0.2966
O 0.655 -1.349 0.315 0.0033
C 0.455 -0.309 -0.588 -0.0996
C 0.318 0.965 -0.206 -0.3953
O 0.373 1.303 1.119 0.1071
O 0.102 1.994 -1.080 0.0833
H -0.321 -2.451 1.674 0.1455
H 0.439 -0.672 -1.606 0.1298
H 0.192 2.259 1.118 0.1275
H -0.013 1.615 -1.969 0.1274
```

Summary:
gap between HOMO and LUMO	9.39	eV
net charge	0
2S+1	1
largest force on an atom	2.63	eV Å⁻¹
ΔE to the lowest compared entry with this formula, charge and spin	1.480	eV
lowest unoccupied orbital energy	0.504	eV

| no. | HOMO (eV) |
| --- | --- |
| 1 | -10.51 |
| 2 | -8.89 |